# 1
{"formula": "C33H53N2O2P2PtS", "method": "the ωB97M-V functional and the def2-TZVPD basis", "species": ["Pt", "S", "P", "P", "O", "O", "N", "N", "C", "C", "C", "C", "C", "C", "C", "C", "C", "C", "C", "C", "C", "C", "C", "C", "C", "C", "C", "C", "C", "C", "C", "C", "C", "C", "C", "C", "C", "C", "C", "C", "C", "H", "H", "H", "H", "H", "H", "H", "H", "H", "H", "H", "H", "H", "H", "H", "H", "H", "H", "H", "H", "H", "H", "H", "H", "H", "H", "H", "H", "H", "H", "H", "H", "H", "H", "H", "H", "H", "H", "H", "H", "H", "H", "H", "H", "H", "H", "H", "H", "H", "H", "H", "H", "H"], "xyz": [[-0.551, -0.578, 0.710], [2.568, -2.801, 1.753], [-1.289, -1.602, -1.256], [0.276, 1.221, 2.201], [1.790, -3.716, 0.862], [-0.659, -2.953, 2.506], [0.676, 0.720, -0.834], [-1.999, 0.929, 0.165], [2.269, 2.168, -3.656], [-0.168, 2.057, -3.935], [1.015, 1.714, -3.209], [2.367, 2.983, -4.780], [-2.248, 1.838, 1.126], [-0.057, 2.900, -5.045], [-4.047, 2.704, -0.200], [2.342, 0.519, 4.017], [-0.418, -1.717, -3.916], [-0.606, -2.047, 1.797], [0.832, 0.817, 4.015], [1.380, -2.287, -2.324], [1.349, 3.848, 2.755], [-3.720, 1.837, -1.225], [-3.472, -2.830, -2.302], [0.559, 3.554, 0.468], [3.846, -3.783, 2.514], [-2.730, 0.827, -1.017], [-3.704, -1.978, 0.066], [-1.386, 1.946, 2.411], [1.193, 3.362, -5.467], [0.507, 1.927, 5.029], [0.941, 1.084, -1.951], [1.247, 2.800, 1.634], [0.106, -0.436, 4.520], [-2.350, -4.039, -0.296], [3.528, -1.717, 0.699], [-2.771, -2.703, -0.926], [-3.353, 2.689, 1.008], [-2.516, -0.376, -1.831], [-0.128, -2.420, -2.590], [2.653, 2.343, 1.207], [-0.371, -3.932, -2.658], [-3.629, 3.318, 1.868], [1.286, 4.031, -6.355], [0.636, 3.063, -0.499], [3.214, 3.229, 0.890], [1.908, -2.845, -3.113], [3.996, -2.314, -0.085], [2.623, 1.638, 0.373], [-0.107, -4.406, -1.706], [1.740, -1.258, -2.362], [3.375, -4.339, 3.330], [-2.968, -2.332, -3.144], [4.270, -4.473, 1.781], [-1.413, -3.986, 0.269], [2.956, 1.412, 3.869], [0.285, -4.374, -3.423], [-0.510, 2.317, 4.923], [-0.497, 3.767, 0.645], [-4.201, 1.948, -2.193], [-0.958, 3.222, -5.623], [2.846, -0.984, 0.259], [-1.147, 1.695, -3.599], [1.207, 2.763, 5.010], [-1.397, -4.196, -2.923], [4.600, -3.101, 2.909], [-1.898, 1.415, 3.234], [2.614, -0.223, 3.256], [3.172, 1.902, -3.106], [0.313, -0.546, 5.597], [0.399, 4.050, 3.254], [0.450, -1.352, 4.036], [-4.822, 3.457, -0.339], [1.654, -2.741, -1.368], [-2.755, -0.387, -2.912], [-1.432, -1.880, -4.287], [-4.571, -2.619, 0.259], [-4.461, -2.358, -2.247], [3.353, 3.326, -5.126], [-4.093, -1.039, -0.340], [0.264, -2.105, -4.682], [-3.119, -4.351, 0.423], [3.238, 1.872, 2.000], [2.632, 0.096, 4.990], [-2.261, -4.840, -1.035], [-1.337, 2.996, 2.757], [1.037, 4.536, 0.346], [2.110, 3.644, 3.510], [4.289, -1.200, 1.288], [-0.239, -0.641, -3.802], [0.576, 1.504, 6.040], [-3.599, -3.872, -2.600], [-0.980, -0.355, 4.405], [-3.195, -1.753, 1.010], [1.642, 4.796, 2.290]], "lowdin_charge": [0.82, 0.77, 0.98, 1.01, -0.55, 0.06, 0.08, -0.05, -0.02, -0.02, -0.23, -0.06, -0.31, -0.07, -0.05, -0.09, -0.09, -0.50, -0.64, -0.09, -0.10, -0.01, -0.09, -0.08, -0.25, -0.30, -0.10, -0.29, -0.06, -0.09, -0.13, -0.63, -0.11, -0.08, -0.26, -0.65, -0.01, -0.16, -0.62, -0.10, -0.08, 0.13, 0.12, 0.05, 0.09, 0.10, 0.06, 0.05, 0.09, 0.05, 0.06, 0.04, 0.07, 0.06, 0.06, 0.10, 0.08, 0.07, 0.12, 0.13, 0.02, 0.11, 0.06, 0.07, 0.05, 0.10, 0.05, 0.12, 0.09, 0.07, 0.05, 0.12, 0.05, 0.09, 0.07, 0.10, 0.09, 0.12, 0.07, 0.10, 0.09, 0.06, 0.10, 0.07, 0.09, 0.09, 0.07, 0.06, 0.05, 0.09, 0.09, 0.08, 0.06, 0.09], "multiplicity": 3, "homo_lumo_gap_ha": [0.1954, 0.2472], "e_above_lowest_ev": 0.000, "charge": 1}


# 2
{"formula": "C3H4N2O2", "method": "the ωB97M-V functional and the def2-TZVPD basis", "species": ["O", "O", "N", "N", "C", "C", "C", "H", "H", "H", "H"], "xyz": [[-0.375, 1.896, -0.073], [-1.972, 0.353, 0.071], [-0.915, -1.530, -0.082], [-2.067, -1.141, -0.018], [-0.713, 0.618, 0.026], [-0.009, -0.481, 0.051], [1.506, -0.554, 0.013], [-1.209, 2.436, -0.004], [1.835, -1.051, -0.864], [2.033, -1.021, 0.888], [1.885, 0.475, -0.007]], "lowdin_charge": [0.14, 0.06, 0.07, 0.09, -0.47, -0.25, -0.02, 0.16, 0.06, 0.09, 0.08], "smiles": "Cc1nnoc1O", "homo_lumo_gap_ha": 0.3649, "e_above_lowest_ev": 3.481}


# 3
{"formula": "C2H2Cl2OS", "method": "the ωB97M-V functional and the def2-TZVPD basis", "species": ["Cl", "Cl", "S", "O", "C", "C", "H", "H"], "xyz": [[-1.080, 1.476, -0.264], [-2.025, -1.804, -0.310], [1.088, -0.755, -0.514], [2.554, 2.139, 0.649], [0.624, 0.876, -0.184], [1.629, 1.539, 0.300], [-3.318, -2.246, -0.170], [0.527, -1.224, 0.493]], "lowdin_charge": [0.54, 0.22, 0.79, 0.19, -1.04, -0.34, -0.15, -0.21], "smiles": "O=C=C(S)Cl.Cl", "homo_lumo_gap_ha": 0.3374, "e_above_lowest_ev": 1.507}


| no. | largest force on an atom (Eh/bohr) |
| --- | --- |
| 1 | 0.1232 |
| 2 | 0.0827 |
| 3 | 0.0661 |